one) This record from OMol25 describes C20H26N3O3 as an isolated structure. The level of theory is wB97M-V/def2-TZVPD.

Properties
- lowest unoccupied orbital energy (eV) = -3.035

ORCA input file:
```
! RIJCOSX wB97M-V def2-TZVPD def2/J DEFGRID3
* xyz 1 1
O 3.188 -1.334 -1.294
O 1.339 2.334 3.282
O -0.095 -2.078 -0.305
N -2.027 -0.262 -0.670
N -1.450 -1.718 -2.724
N -3.530 0.664 0.847
C -0.282 -2.288 -2.566
C -2.265 0.344 0.544
C 3.623 0.777 -0.408
C -2.994 1.921 2.628
C 3.410 3.463 3.022
C 2.310 2.408 2.726
C -1.576 0.438 -1.675
C 2.658 1.438 1.759
C -2.672 -2.126 -2.071
C -1.766 1.673 2.593
C 1.951 -2.276 -1.343
C 2.926 -0.575 0.052
C 2.012 0.358 1.945
C -1.222 0.722 1.282
C 0.697 -1.960 -1.443
C -1.511 -0.337 -3.212
C 3.541 1.739 0.598
C -3.775 1.636 1.531
C 2.251 -0.791 1.120
C -3.164 -1.257 -1.132
H -0.240 -3.355 -2.556
H 2.193 -2.976 -2.343
H 1.633 -1.800 1.226
H -3.406 -2.389 -2.817
H -0.508 0.915 -1.405
H -2.328 1.301 -1.852
H 3.371 4.093 3.972
H 4.465 3.134 2.973
H 0.392 -1.993 -3.428
H 3.900 2.623 0.486
H 3.425 4.238 2.079
H -0.903 1.852 3.229
H -3.603 -1.933 -0.088
H -3.166 2.553 3.434
H 0.864 -0.718 -1.431
H 1.652 -0.008 2.747
H -2.517 -0.219 -3.571
H 2.042 -3.178 -0.489
H -0.150 -3.193 -0.007
H -2.231 -3.299 -1.748
H -3.943 -0.453 -1.677
H -0.501 -0.116 -3.430
H -0.268 0.440 1.368
H -4.940 1.917 1.823
H -1.137 -1.126 -0.283
H 4.329 0.778 -1.292
*
```

---

two) This record from OMol25 describes an isolated ion of composition C20H26N3O3 and charge +1. The level of theory is wB97M-V/def2-TZVPD.

Properties
- lowest unoccupied orbital energy (eV) = -2.566
- structure (SMILES) = COc1ccccc1C[NH2+]CC(=O)Nc1ccc(N2CCOCC2)cc1

ORCA input file:
```
! RIJCOSX wB97M-V def2-TZVPD def2/J DEFGRID3
* xyz 1 1
O -6.260 -2.578 -1.856
O 2.120 3.073 2.314
O 0.824 2.020 -0.002
N -3.561 -2.839 -1.019
N 1.070 0.274 -1.475
N 3.024 3.109 -0.365
C 3.440 -0.240 3.236
C -0.251 -1.643 -2.062
C 3.953 1.867 1.518
C 0.980 3.204 3.140
C -1.388 -2.410 -1.972
C -4.079 -3.632 -2.118
C 4.522 -0.304 2.377
C 4.772 0.751 1.516
C -4.629 -2.569 -0.076
C 2.609 0.868 3.253
C -2.312 -0.842 -0.416
C -5.771 -1.820 -0.774
C -2.464 -2.035 -1.145
C -0.126 -0.466 -1.330
C -1.171 -0.076 -0.502
C 2.839 1.941 -1.237
C -5.242 -2.874 -2.780
C 4.167 3.024 0.584
C 1.440 1.381 -0.851
C 2.860 1.932 2.398
H -1.101 0.837 0.065
H 4.194 3.957 1.151
H 5.098 2.914 0.024
H 0.564 4.184 2.911
H 1.714 -0.132 -2.143
H -1.427 -3.328 -2.534
H 2.865 2.213 -2.292
H 0.556 -1.967 -2.704
H 0.242 2.433 2.908
H -3.105 -0.485 0.220
H -5.705 -3.483 -3.558
H -4.261 -2.022 0.789
H 5.167 -1.168 2.375
H -5.410 -0.842 -1.130
H 3.605 1.191 -1.032
H -3.314 -3.834 -2.863
H 1.775 0.894 3.933
H 5.621 0.714 0.848
H 2.098 3.074 0.213
H 3.236 -1.060 3.907
H -6.615 -1.672 -0.099
H -5.010 -3.537 0.268
H -4.855 -1.944 -3.228
H 1.247 3.163 4.198
H 3.051 3.986 -0.885
H -4.446 -4.582 -1.718
*
```

---

Which is most stable? The ranking, best first, is two), one).

---

one) This record from OMol25 describes a 2-piece molecular cluster, C6H16NS overall. The level of theory is wB97M-V/def2-TZVPD.

Properties
- lowest unoccupied orbital energy (eV) = -2.746

ORCA input file:
```
! RIJCOSX wB97M-V def2-TZVPD def2/J DEFGRID3
* xyz 1 1
S 0.679 1.606 -0.136
N -1.341 -0.170 -0.113
C 3.472 -0.542 -0.042
C -1.209 -0.556 1.330
C -2.456 0.795 -0.218
C 3.396 0.368 0.903
C -1.813 -1.313 -0.922
C -0.068 0.115 -0.869
H -1.954 1.893 -0.073
H 1.916 1.233 -0.490
H -2.147 -1.033 -1.856
H -1.974 -0.284 2.029
H -0.957 -1.952 -0.964
H -1.014 -1.613 1.517
H -0.324 0.037 1.661
H 3.884 1.249 0.850
H 4.039 -0.395 -0.995
H 2.769 -1.463 -0.101
H -2.796 -1.641 -0.588
H 0.752 -0.549 -0.602
H 2.760 0.262 1.691
H -2.829 0.823 -1.294
H 0.513 2.396 -1.178
H -3.297 0.735 0.462
*
```

---

two) This record from OMol25 describes a 2-piece molecular cluster, C6H16NS overall. The level of theory is wB97M-V/def2-TZVPD.

Properties
- lowest unoccupied orbital energy (eV) = -5.054

ORCA input file:
```
! RIJCOSX wB97M-V def2-TZVPD def2/J DEFGRID3
* xyz 1 1
S -2.792 0.731 -0.465
N -0.235 -0.645 0.624
C 0.635 1.660 0.319
C -2.196 0.413 1.106
C 0.723 0.191 -0.235
C 0.381 0.108 -1.685
C -0.603 -1.951 0.241
C 2.116 -0.356 0.072
H 2.590 0.094 0.946
H 0.714 1.589 1.400
H 0.746 1.056 -2.284
H 1.524 2.235 -0.028
H 0.277 -0.670 1.560
H 0.925 -0.683 -2.244
H -1.448 -1.881 -0.546
H -0.665 0.132 -1.766
H -2.600 -0.490 1.563
H -2.063 1.922 -0.809
H -0.296 2.113 -0.059
H -1.865 1.151 1.756
H -1.076 -2.468 1.097
H 2.795 -0.209 -0.666
H 0.308 -2.564 0.031
H 2.106 -1.479 0.072
*
```

---

Which is most stable? The ranking, best first, is two), one).

---

one) This record from OMol25 describes one molecule with the formula C6H10N2O2. The level of theory is wB97M-V/def2-TZVPD.

Properties
- lowest unoccupied orbital energy (eV) = 0.750
- structure (SMILES) = CC[C@@]1(C)NC(=O)NC1=O

ORCA input file:
```
! RIJCOSX wB97M-V def2-TZVPD def2/J DEFGRID3
* xyz 0 1
O 0.981 -1.501 -1.288
O -2.859 0.664 0.102
N -0.651 0.588 0.784
N -1.225 -0.748 -0.854
C 0.558 -0.120 0.617
C -1.708 0.276 -0.007
C 1.693 0.784 0.359
C 0.867 -1.063 1.674
C 1.517 1.724 -0.947
C 0.183 -0.898 -0.589
H 0.656 -0.524 2.590
H 0.251 -1.925 1.620
H 1.840 -1.575 1.648
H 2.673 0.311 0.094
H 2.365 2.359 -0.904
H -1.649 -1.101 -1.695
H 1.701 0.997 -1.740
H 1.915 1.423 1.220
H 0.694 2.347 -0.918
H -0.948 1.289 1.416
*
```

---

two) This record from OMol25 describes C6H10N2O2 as an isolated structure. The level of theory is wB97M-V/def2-TZVPD.

Properties
- lowest unoccupied orbital energy (eV) = 0.405

ORCA input file:
```
! RIJCOSX wB97M-V def2-TZVPD def2/J DEFGRID3
* xyz 0 1
O -2.273 -2.733 -0.107
O 0.024 -0.720 -2.137
N -0.569 -2.263 1.139
N -0.385 0.172 -0.037
C 0.096 1.326 0.696
C 1.483 1.640 0.193
C -1.501 -1.987 0.180
C -1.640 -0.436 0.095
C 0.370 0.105 -1.197
C 1.538 1.066 -1.224
H -2.125 -0.112 0.931
H 2.469 0.502 -1.561
H 1.509 1.538 -2.168
H 1.740 2.462 0.372
H -2.365 -0.031 -0.922
H 2.356 1.105 0.899
H -0.579 1.934 0.581
H -0.464 -3.560 1.169
H 0.200 -1.317 1.073
H 0.116 1.310 2.024
*
```

---

Which is most stable? The ranking, best first, is one), two).

---

one) This record from OMol25 describes C6H10N2O2 as an isolated structure. The level of theory is wB97M-V/def2-TZVPD.

Properties
- lowest unoccupied orbital energy (eV) = 0.754

ORCA input file:
```
! RIJCOSX wB97M-V def2-TZVPD def2/J DEFGRID3
* xyz 0 1
O -0.543 2.118 -0.089
O 0.098 -2.005 -0.166
N 0.855 0.265 -0.660
N -0.993 0.029 -0.850
C -2.425 -0.201 -0.678
C 3.185 -0.303 0.064
C 2.012 0.645 0.168
C -2.657 -0.198 0.881
C -0.256 1.068 -0.585
C 0.072 -0.804 -0.555
H -1.728 -0.705 1.325
H -2.480 0.944 1.168
H -2.933 0.538 -1.328
H 1.556 0.565 1.134
H 3.882 -0.154 0.955
H -3.618 -0.742 1.183
H 2.226 1.679 -0.067
H 2.512 -1.292 0.061
H -2.553 -1.235 -1.007
H 3.788 -0.212 -0.954
*
```

---

two) This record from OMol25 describes a 2-piece molecular cluster, C6H10N2O2 overall. The level of theory is wB97M-V/def2-TZVPD.

Properties
- lowest unoccupied orbital energy (eV) = 0.446

ORCA input file:
```
! RIJCOSX wB97M-V def2-TZVPD def2/J DEFGRID3
* xyz 0 1
O 0.812 1.980 -0.552
O 0.472 0.570 -2.111
N -2.226 0.977 3.058
N -0.554 0.602 1.707
C -0.623 -0.500 2.497
C 1.561 -1.470 -2.381
C 0.377 0.823 -0.841
C 0.250 -0.749 -2.564
C -1.601 -0.246 3.393
C -1.518 1.369 2.115
H -1.735 2.314 1.612
H 1.378 2.401 -1.293
H 2.255 -0.833 -2.990
H 1.892 -1.333 -1.389
H 0.074 -1.375 2.370
H -0.426 -1.195 -1.813
H -2.086 -0.834 4.152
H 0.330 0.905 1.105
H 1.541 -2.510 -2.512
H -0.173 -0.896 -3.564
*
```

---

Which is most stable? The ranking, best first, is one), two).